# 1
Here is 10 unconnected molecules or ions with the total composition C10H34Cl6O7 in a non-equilibrium geometry from the Open Molecules 2025 dataset. Energies are from the ωB97M-V functional and the def2-TZVPD basis.

Geometry as XYZ:
```
57
Properties=species:S:1:pos:R:3:forces:R:3
Cl 1.603 -12.252 -4.722 0.35 0.55 -0.12
C 3.028 -11.259 -5.173 0.04 -0.55 0.29
Cl 2.619 -9.801 -6.054 -0.18 0.22 -0.15
H 3.536 -10.990 -4.247 -0.10 -0.04 -0.23
H 3.664 -11.859 -5.822 -0.13 -0.05 0.22
Cl 1.779 -15.565 -4.306 -0.06 -0.40 -0.01
C 0.284 -16.299 -3.719 -0.61 0.91 0.43
Cl -0.246 -17.713 -4.624 0.19 -0.17 0.19
H 0.384 -16.481 -2.649 0.21 -0.54 -0.29
H -0.511 -15.558 -3.810 0.17 -0.02 -0.26
Cl -0.920 -14.789 -6.953 0.15 -0.37 0.09
C -2.257 -15.923 -7.253 -0.39 0.73 0.18
Cl -3.781 -14.959 -7.070 0.33 -0.70 -0.26
H -2.158 -16.309 -8.267 -0.16 0.19 0.17
H -2.263 -16.710 -6.499 0.10 0.23 -0.15
C -1.514 -14.785 -11.372 0.84 0.01 0.93
O -0.682 -15.201 -10.270 -0.56 -0.44 -0.43
H -2.075 -13.912 -11.039 -0.43 -0.10 -0.22
H -0.840 -14.476 -12.171 -0.31 -0.18 -0.49
H -2.161 -15.618 -11.648 0.10 0.22 -0.11
H -0.276 -14.382 -9.975 0.17 0.18 0.50
C -0.319 -11.326 -9.118 -0.50 0.81 1.19
O -0.157 -12.524 -9.837 0.41 0.22 -0.47
H -1.377 -11.129 -8.943 -0.18 0.12 -0.18
H 0.110 -11.379 -8.117 0.24 -0.43 -0.10
H 0.139 -10.454 -9.584 0.08 -0.13 -0.27
H -0.221 -12.247 -10.754 0.02 -0.34 -0.24
C 1.341 -17.500 -8.065 -0.34 -0.11 -0.08
O 0.422 -17.759 -9.108 -0.03 -0.69 -0.24
H 2.137 -16.829 -8.388 -0.01 0.35 0.14
H 0.780 -17.132 -7.206 0.50 0.24 0.22
H 1.828 -18.435 -7.790 -0.17 -0.11 -0.04
H -0.096 -16.976 -9.309 0.17 0.42 -0.15
C 2.245 -13.607 -7.833 0.07 -1.14 -0.15
O 3.618 -13.878 -8.214 -1.21 0.50 0.67
H 1.596 -14.143 -8.527 -0.15 0.59 -0.40
H 1.955 -14.075 -6.892 0.76 0.05 0.30
H 2.038 -12.540 -7.748 -0.02 -0.02 -0.29
H 3.865 -13.143 -8.780 0.42 -0.02 -0.43
C 2.594 -10.044 -11.483 0.33 -0.53 0.25
O 2.898 -9.781 -10.106 -0.63 0.86 -0.75
H 1.885 -10.870 -11.535 0.08 -0.29 -0.23
H 2.147 -9.235 -12.061 -0.06 0.55 0.85
H 3.507 -10.269 -12.033 0.06 -0.38 -0.05
H 3.376 -10.544 -9.773 0.18 -0.22 -0.16
C 4.996 -15.720 -5.824 -0.12 1.53 -0.62
O 5.613 -15.159 -6.986 1.16 -0.74 0.79
H 4.501 -16.663 -6.056 0.11 -0.10 0.33
H 5.696 -15.741 -4.989 0.43 -0.68 -0.36
H 4.287 -14.987 -5.439 -0.67 -0.11 -0.09
H 4.983 -14.680 -7.528 -0.66 -0.06 0.17
C 5.900 -11.888 -10.626 1.78 -0.48 -0.23
O 4.923 -11.867 -9.626 -1.44 0.37 0.16
H 6.061 -10.992 -11.226 -0.60 0.45 0.28
H 6.845 -12.080 -10.117 0.29 -0.18 -0.34
H 5.731 -12.698 -11.336 -0.32 -0.09 0.31
H 5.238 -11.415 -8.840 0.32 0.09 -0.06
```
Forces are in eV/Å.

Results
- SMILES = ClCCl.ClCCl.ClCCl.CO.CO.CO.CO.CO.CO.CO
- energy above the lowest of the compared OMol25 structures with the same formula, charge and spin (kcal/mol) = 14.3
- HOMO level (eV) = -9.5914
- 2S+1 = 1
- electronic energy (eV) = -100385.3215
- Kohn-Sham gap (eV) = 9.90

Löwdin population analysis, charges in e, atoms 1 to 8: 0.497, -1.003, 0.534, 0.029, 0.015, 0.528, -1.020, 0.554


# 2
Here is a molecular structure, C5H7N5O2 in a non-equilibrium geometry from the Open Molecules 2025 dataset. Energies are from the ωB97M-V functional and the def2-TZVPD basis.

Geometry as XYZ:
```
19
Properties=species:S:1:pos:R:3:forces:R:3
C 2.123 -2.316 0.310 2.92 2.78 -5.90
C 0.645 -0.396 -0.014 0.49 -0.06 0.14
C -1.598 -0.470 -0.003 -1.21 -5.26 -0.25
C -0.684 1.539 0.082 2.63 -1.80 1.74
C 0.690 0.998 0.075 -5.13 3.40 -0.32
H 3.298 -2.251 0.102 -2.80 -0.82 0.66
H 1.864 -2.529 1.256 -0.89 -0.07 3.45
H 1.552 -2.957 -0.388 0.67 0.30 0.32
H -3.040 -2.063 -0.004 0.62 2.77 -0.50
H -3.727 -0.555 -0.389 -0.67 1.72 -0.27
H -1.704 3.426 -0.829 1.54 -1.34 3.35
H 0.062 3.414 -0.402 -2.44 -2.12 4.26
N -0.384 -1.231 0.040 -2.99 2.16 -0.40
N -2.897 -0.989 -0.126 2.77 -7.13 1.05
N -1.771 0.757 0.102 1.66 6.85 -0.27
N -0.728 2.832 0.513 -0.52 5.53 -7.87
N 1.687 2.061 0.073 1.41 -4.33 -1.24
O 1.844 -0.827 -0.145 2.33 -4.49 1.42
O 2.768 1.559 -0.254 -0.40 1.93 0.64
```
Forces are in eV/Å.

Results
- energy above the lowest of the compared OMol25 structures with the same formula, charge and spin (kcal/mol) = 232.9
- HOMO level (eV) = -8.8807
- 2S+1 = 1
- electronic energy (eV) = -16834.7256
- Kohn-Sham gap (eV) = 7.70

Löwdin population analysis, charges in e, atoms 1 to 8: 0.063, -0.421, -0.412, -0.458, -0.118, 0.141, 0.028, 0.083


# 3
Here is a single C7H11NO3S molecule in a non-equilibrium geometry from the Open Molecules 2025 dataset. Energies are from the ωB97M-V functional and the def2-TZVPD basis.

Geometry as XYZ:
```
23
Properties=species:S:1:pos:R:3:forces:R:3
C 2.480 2.129 0.489 -0.01 1.54 3.52
C 1.006 0.233 -0.089 -3.88 -2.97 -0.78
C -0.533 -0.005 -0.023 4.22 -0.46 0.07
C -3.298 0.612 1.188 1.72 0.24 0.99
C 1.597 -1.714 -1.515 2.05 -0.38 -2.03
C -2.664 0.955 -0.118 1.60 0.88 0.76
C 1.969 -0.961 -0.269 1.12 1.49 -1.60
N 1.483 1.346 0.191 0.20 1.77 -0.80
O 3.260 2.701 -0.213 1.09 0.10 -1.64
O -0.966 -1.116 0.017 -1.05 -1.50 -0.16
O -1.192 1.106 -0.042 -1.60 2.45 0.40
S 1.776 -1.981 1.149 0.78 -0.59 1.33
H 2.482 2.295 1.590 0.44 0.33 -0.08
H -3.081 -0.400 1.268 -0.26 -2.06 1.19
H -3.025 1.169 2.129 0.90 -0.36 -1.28
H -4.301 0.855 1.212 -2.46 -0.13 -0.67
H 0.803 -2.367 -1.443 -2.49 -0.67 0.67
H 2.296 -2.460 -1.925 0.94 0.37 0.82
H 1.474 -1.113 -2.405 -0.36 0.73 0.07
H -3.125 1.857 -0.358 0.31 2.12 -1.02
H -2.704 0.341 -0.977 -1.22 -1.39 -0.35
H 3.018 -0.419 -0.424 -1.96 -1.62 0.69
H 1.248 -3.063 0.566 -0.06 0.13 -0.10
```
Forces are in eV/Å.

Results
- energy above the lowest of the compared OMol25 structures with the same formula, charge and spin (kcal/mol) = 6.4
- HOMO level (spin up / spin down) (eV) = -6.2328 / -9.2699
- 2S+1 = 3
- electronic energy (eV) = -25899.4528
- Kohn-Sham gap (spin up / spin down) (eV) = 6.94 / 5.97

Löwdin population analysis, charges in e, atoms 1 to 8: -0.379, -0.252, -0.514, -0.053, -0.150, -0.154, -0.644, 0.207